Computed, not measured: a single C11H23NO molecule at a distorted geometry, with ωB97M-V with the def2-TZVPD basis set.

Geometry as XYZ:
```
36
Properties=species:S:1:pos:R:3:forces:R:3
C -1.3421 0.1765 -0.0657 2.403 -0.373 1.387
C -3.4217 -1.2392 -0.4102 -1.229 0.362 -3.341
C 2.3933 1.8437 -0.1007 0.644 -0.949 0.064
C 0.8872 0.8408 -2.1265 -1.782 -1.143 -0.635
C 2.5924 -1.3473 0.1640 2.642 -1.169 -0.964
C 0.3687 -2.1315 1.2168 1.453 0.342 -0.370
C -1.8726 2.1636 1.2541 -2.012 0.350 0.517
C -2.0209 -0.9631 -0.8195 1.706 0.342 0.155
C 1.0662 1.3354 -0.6919 -2.620 -0.930 1.411
C 1.1230 -1.2890 0.1267 -3.105 0.161 -0.075
C 0.4654 0.2007 0.2530 -0.931 0.056 -1.711
N -2.1110 1.0470 0.3870 -0.660 0.155 0.064
O 0.6843 0.7238 1.5214 -0.663 -2.323 2.217
H -3.4343 -1.7310 0.4973 -0.482 -1.326 1.729
H -3.9980 -0.3602 -0.3643 -0.320 1.537 0.771
H -4.0288 -1.6859 -1.2581 1.034 -0.669 1.109
H 3.2598 1.1132 -0.2212 -0.997 1.331 -0.384
H 2.3336 1.9841 0.9978 -0.328 -0.140 -0.767
H 2.5507 2.8351 -0.4906 0.729 0.223 -0.480
H 1.6011 1.3397 -2.7395 0.532 0.070 -0.911
H 0.9576 -0.3027 -2.2068 0.352 1.746 -0.067
H -0.1927 1.0679 -2.5705 2.224 -0.226 1.122
H 3.1157 -0.9610 -0.7584 -0.872 -0.287 0.685
H 3.1006 -2.4013 0.3035 -1.385 1.901 0.122
H 2.8623 -0.6618 0.9353 0.890 0.093 0.923
H -0.5684 -1.6423 1.2839 -1.405 -0.342 0.170
H 0.7730 -2.1149 2.2223 0.597 0.315 0.245
H 0.3268 -3.1906 0.9824 -0.328 -0.015 -0.304
H -2.1928 3.0954 0.7541 0.020 -0.401 0.042
H -0.8608 2.2737 1.5330 0.940 0.202 0.805
H -2.6204 2.0499 2.1435 1.596 0.207 -1.314
H -1.9123 -0.6030 -1.8222 -0.208 -0.338 -1.079
H -1.4324 -1.8693 -0.6939 0.166 -0.036 -0.350
H 0.2840 2.1522 -0.5977 1.122 -0.544 0.192
H 0.7480 -1.7186 -0.8089 0.037 0.200 0.002
H 0.5152 -0.0299 2.1706 0.241 1.619 -0.979
```
Forces are in eV/Å.

## Properties
* ΔE to the lowest compared entry with this formula, charge and spin: 0.1 kcal per mole
* frontier orbital gap: 8.8 eV